28
Properties=species:S:1:pos:R:3:lowdin_charge:R:1 method="wB97M-V/def2-TZVPD" lumo_energy_ev=-1.5585 smiles="CCOC1=C(C[C@H](C)Cl)C(=O)C=CC1=O" e_homo_ev=-9.84 charge=0 orbital_gap_ev=8.28 fmax_ev_per_a=0.4 e_above_lowest_ev=0.187
C -1.760 3.398 1.152 -0.065
C -0.834 2.200 1.213 -0.220
O -0.726 1.559 -0.072 -0.038
C -0.946 0.225 -0.110 -0.175
C 0.032 -0.608 -0.523 -0.031
C 1.375 0.001 -0.881 -0.160
C 2.544 -0.925 -1.226 -0.711
C 3.258 -1.489 -0.009 -0.127
Cl 3.733 0.064 -2.182 0.581
C -0.288 -2.060 -0.598 -0.314
O 0.558 -2.920 -0.767 0.101
C -1.705 -2.482 -0.435 0.030
C -2.657 -1.642 -0.038 0.028
C -2.333 -0.226 0.226 -0.302
O -3.150 0.546 0.678 0.131
H -2.805 3.114 1.278 0.069
H -1.665 3.897 0.186 0.083
H -1.498 4.114 1.935 0.077
H 0.173 2.520 1.498 0.121
H -1.172 1.481 1.963 0.124
H 1.211 0.680 -1.720 0.112
H 1.692 0.636 -0.048 0.124
H 2.247 -1.722 -1.900 0.088
H 3.477 -0.686 0.700 0.080
H 2.628 -2.237 0.470 0.073
H 4.202 -1.953 -0.296 0.072
H -1.906 -3.531 -0.616 0.124
H -3.685 -1.951 0.123 0.125